{
  "formula": "H80O40",
  "method": "ωB97M-V/def2-TZVPD",
  "species": ["O", "O", "O", "O", "O", "O", "O", "O", "O", "O", "O", "O", "O", "O", "O", "O", "O", "O", "O", "O", "O", "O", "O", "O", "O", "O", "O", "O", "O", "O", "O", "O", "O", "O", "O", "O", "O", "O", "O", "O", "H", "H", "H", "H", "H", "H", "H", "H", "H", "H", "H", "H", "H", "H", "H", "H", "H", "H", "H", "H", "H", "H", "H", "H", "H", "H", "H", "H", "H", "H", "H", "H", "H", "H", "H", "H", "H", "H", "H", "H", "H", "H", "H", "H", "H", "H", "H", "H", "H", "H", "H", "H", "H", "H", "H", "H", "H", "H", "H", "H", "H", "H", "H", "H", "H", "H", "H", "H", "H", "H", "H", "H", "H", "H", "H", "H", "H", "H", "H", "H"],
  "positions_angstrom": [[-1.83145, 0.27516, -0.94502], [4.13072, 3.31547, 2.40437], [-1.67795, -1.73122, 5.16882], [1.27655, -1.31603, -3.01361], [-2.37278, 1.19548, 5.20426], [-0.64328, -0.98060, 2.51197], [1.24065, -6.61583, 1.50463], [-4.72290, 1.35999, -0.42691], [0.82523, -2.19738, 6.48787], [-3.66834, 4.27383, -3.38782], [-1.03508, 4.64343, -2.40168], [-0.48422, 3.38942, 5.00016], [1.11374, 3.00325, -4.91758], [-3.27668, 2.40045, 1.74762], [3.70837, -2.58815, 1.94696], [-2.95822, -3.31611, -3.59335], [-2.01670, -3.68506, 3.17837], [6.05958, -0.62051, 0.64277], [2.09917, 4.62338, 0.81709], [2.37979, 1.73517, -2.34103], [2.37786, -0.56060, 3.99465], [-2.49542, -4.66716, -1.50219], [0.46582, -4.60583, -4.83949], [2.33495, -0.56743, -5.49394], [-0.07655, -3.90046, -0.92799], [-0.28236, 2.11360, 0.40223], [0.69738, 2.34616, 2.68996], [2.56347, 2.22721, 0.35303], [0.67809, 0.40516, 5.74307], [-5.00654, -1.58587, -3.62770], [-0.83745, 1.19019, -5.53725], [-3.41864, -2.56901, 1.01698], [6.09429, 1.33221, 2.37455], [-1.34781, -1.24218, -3.14504], [-2.87519, 0.66740, -3.39784], [0.59952, -1.58467, 0.45430], [5.35349, -3.60181, -0.87453], [0.28529, 5.12399, 2.58289], [2.54534, -0.24092, -0.02291], [-5.40696, 1.27454, -3.30281], [-5.55020, 0.50923, -3.88363], [-4.94692, -2.46947, -3.18295], [-1.62763, -2.15138, -3.13502], [-0.31229, 1.70194, -6.07871], [0.83781, 5.63295, 1.95595], [-2.44383, -4.24114, -0.65444], [5.47526, -3.23910, -0.00828], [-0.62613, -3.20554, -1.57515], [-0.93067, 3.73057, -2.29041], [2.76567, 4.74082, 0.17671], [1.43360, 3.84108, -5.34814], [-6.14770, 1.08255, -2.62732], [-4.03167, -1.65238, -3.87152], [-2.61001, -0.08768, -4.03400], [4.84778, 3.92276, 2.56510], [0.69232, 3.29678, -4.20458], [1.79320, -1.12957, -6.03767], [1.63765, -2.37441, 6.28468], [-2.77458, -4.22407, -3.21503], [-1.29004, -0.86771, 1.72046], [2.04049, 0.26709, -5.85197], [0.74034, 0.22861, 6.60647], [-2.78819, -2.20265, 1.55672], [1.71230, 1.14663, -2.00053], [2.92675, 1.36113, -3.05916], [-1.46948, -0.68880, -2.40599], [3.08620, -2.38197, 2.77758], [-3.84067, 0.77449, -3.63620], [-0.31458, -4.47494, -5.32361], [-4.03186, 2.10354, 2.05302], [1.83087, 3.77969, 0.77506], [5.83805, 1.85471, 1.54480], [3.17819, -0.10475, 4.37463], [-4.23781, 1.03909, -1.13200], [-1.64176, 1.07513, -0.37516], [1.34727, -4.23043, -5.02623], [1.79557, -0.60706, -0.60681], [0.31647, -0.72885, 2.16110], [-1.91049, -0.79616, 5.26324], [-2.46554, -5.61739, -1.46659], [0.92436, -0.57900, 5.46299], [0.35247, -1.44231, -2.96207], [-2.27736, 1.87050, 4.53111], [1.38861, 1.95754, 2.20442], [0.38415, -2.80009, 5.82484], [4.00921, -1.68557, 1.68369], [-2.61965, 2.41078, 2.23458], [-4.15171, 4.93995, -2.76330], [0.74749, 3.23097, 2.82530], [0.80027, -4.06861, -1.58942], [5.64526, 1.84914, 3.19432], [-0.26622, -1.24033, 0.17460], [-1.86536, 4.79858, -2.74980], [2.26927, 1.38276, -0.21904], [3.28837, -0.19305, -0.49343], [-2.82909, -3.26815, 0.62584], [-0.65588, -1.57370, 4.98793], [3.32037, 2.48305, -0.08088], [1.66826, -5.97012, 0.90990], [-2.32968, 0.57632, -1.82922], [-0.33359, 2.53929, 4.75763], [0.13094, 1.71622, 1.08661], [-0.45258, 1.12178, -4.74173], [-1.08378, 2.56671, 0.73501], [-1.01143, 3.67976, 4.47702], [0.71857, -5.99925, 1.98885], [-1.94266, -2.82439, 3.72517], [5.09362, -2.97641, -1.57218], [1.46809, -0.84546, -3.96995], [-4.33068, 3.61051, -3.85588], [-5.23380, 1.96231, -1.07562], [6.70213, -0.79414, 1.13370], [-2.61102, -4.06205, 3.80354], [3.24407, 3.87913, 2.35003], [-0.28679, 4.64660, 2.01165], [-3.00110, -3.46348, -4.59485], [5.70476, 0.11557, 1.09003], [0.74747, -2.45636, 0.39059], [2.45871, -0.29757, 3.05561], [-2.48260, 1.87060, 5.92014]],
  "forces_ev_per_a": [[-1.02, 1.25, -1.31], [-2.59, 1.06, -0.04], [3.31, 0.50, -0.49], [3.23, 1.86, -2.79], [-0.63, 1.51, 1.03], [0.66, 1.51, -1.76], [0.87, 0.37, -1.08], [-3.27, 2.84, -0.46], [-7.80, -0.11, 0.13], [-2.67, -0.07, 0.20], [3.03, 1.80, 0.97], [8.84, -1.78, 11.03], [3.53, -0.31, -5.64], [-3.45, 2.77, -10.40], [-1.74, 1.53, 2.53], [0.31, -1.95, -2.54], [0.75, 2.22, 1.03], [-8.17, 0.97, -7.48], [0.60, 6.03, 1.66], [1.09, 1.04, -0.55], [1.89, 0.53, -0.73], [-0.83, 0.05, -1.31], [2.06, -1.10, 2.44], [-0.03, 0.20, 0.00], [1.94, 2.08, -5.19], [-3.31, 2.33, -4.61], [-2.08, -4.52, 1.22], [-3.48, -3.20, 0.01], [0.47, -2.16, -5.59], [2.19, -1.49, -0.10], [-4.22, -1.93, -3.13], [-1.03, -2.35, -3.30], [-1.59, 2.71, 1.36], [1.56, -0.79, -2.74], [-1.26, -1.27, -2.58], [-0.63, 5.96, -0.14], [-0.09, -1.11, -1.51], [0.66, 1.09, 0.69], [-5.72, -0.78, 1.46], [-2.74, -0.41, 1.06], [-0.10, -0.08, -0.04], [-0.91, 0.97, -0.15], [-0.91, -0.47, 0.59], [1.80, 1.87, -1.39], [-0.19, -0.53, 0.40], [0.18, -0.59, 0.34], [-0.24, 1.04, 0.31], [2.26, -2.80, 2.55], [-0.06, -2.04, 0.32], [1.02, 0.08, -1.20], [-0.41, -1.34, 0.58], [1.78, 0.47, -1.34], [-1.69, 0.83, 0.28], [0.13, 1.87, 1.72], [0.07, 0.69, 0.16], [-2.87, 1.85, 4.98], [-0.23, -1.03, -0.27], [8.21, -1.40, -1.35], [-0.27, 1.46, 0.06], [2.01, -0.01, 2.08], [0.15, 1.04, 0.13], [-0.03, -0.34, 5.71], [2.02, 1.57, 2.72], [-0.18, -0.84, -0.68], [-1.02, -0.28, 0.65], [-0.42, 0.28, 2.18], [2.10, -0.64, -2.68], [1.61, 0.42, 1.10], [-0.52, 0.98, -1.66], [-5.39, -2.49, 2.62], [-1.53, -5.24, -0.76], [0.32, -0.55, 2.18], [-1.32, -0.63, -0.26], [2.54, -2.11, -1.73], [-0.02, -1.16, -1.18], [-1.54, 0.15, -0.71], [1.73, -0.02, 1.35], [-3.43, -1.07, 0.66], [-0.43, 0.20, -0.04], [0.24, -0.37, 0.87], [-0.69, 3.43, 0.24], [-1.88, 0.03, -0.25], [0.18, -0.47, -0.95], [2.03, 0.10, -0.67], [-0.03, 0.75, 1.40], [-0.27, -0.99, 0.11], [9.19, -0.27, 7.93], [0.74, -2.24, -1.99], [1.03, 4.44, 0.52], [-3.54, 0.70, 2.69], [1.28, -1.70, -3.29], [0.39, -1.14, -0.24], [-2.73, 0.04, -1.29], [1.02, 2.29, 2.29], [4.78, 0.08, -3.24], [-1.28, 0.88, 0.82], [-3.36, -0.43, 0.33], [2.76, 1.04, -1.44], [0.13, -0.77, 0.05], [1.01, -0.32, 2.37], [1.34, -4.35, -0.78], [1.47, -1.61, 3.64], [2.22, -0.19, 4.44], [0.84, -0.39, 0.00], [-9.97, 6.26, -10.00], [-1.03, 0.44, 1.04], [0.53, -0.93, -1.30], [0.26, 0.08, 1.20], [-0.58, -1.79, 3.32], [1.74, 2.32, 1.86], [0.60, -0.67, 2.32], [9.05, -2.85, 6.45], [-1.03, -1.36, 0.42], [2.80, -1.42, -0.04], [-0.95, -0.47, -0.97], [0.07, 0.33, 2.02], [-1.05, 1.25, 0.81], [-0.07, -5.12, -0.79], [-0.25, -0.21, 0.46], [0.19, -1.35, 0.00]],
  "lowdin_charge": [-0.13, -0.11, -0.10, -0.12, -0.05, -0.12, -0.05, -0.04, 0.02, -0.14, 0.00, 0.11, -0.01, 0.13, -0.12, -0.12, -0.09, 0.06, -0.01, -0.04, -0.07, -0.03, -0.04, -0.02, -0.18, -0.01, 0.02, -0.11, -0.06, -0.10, 0.02, -0.02, -0.14, -0.05, -0.11, -0.04, -0.06, -0.04, -0.04, -0.09, 0.04, 0.06, 0.01, -0.01, 0.05, 0.02, -0.01, 0.10, 0.00, 0.05, 0.10, 0.12, 0.03, 0.08, 0.03, -0.05, 0.05, -0.05, 0.06, 0.06, 0.04, -0.05, -0.06, 0.01, 0.07, -0.02, 0.08, 0.02, -0.01, -0.02, -0.07, 0.07, 0.09, -0.05, 0.03, 0.06, 0.08, 0.08, 0.01, 0.07, 0.05, -0.08, 0.01, 0.01, 0.10, 0.00, -0.11, 0.10, -0.04, 0.16, 0.12, 0.05, -0.05, 0.06, -0.02, 0.03, 0.07, 0.00, 0.04, 0.05, -0.04, -0.06, -0.05, 0.06, -0.13, 0.01, 0.02, 0.04, 0.07, 0.10, 0.07, -0.08, 0.01, 0.10, 0.01, 0.12, -0.03, -0.02, 0.04, 0.08],
  "e_homo_ev": -10.29,
  "gap_ev": 9.855,
  "total_energy_ev": -83187.829,
  "relative_energy_kcal_mol": 414.8
}



{
  "formula": "H8LiO4",
  "method": "ωB97M-V/def2-TZVPD",
  "species": ["O", "O", "O", "O", "Li", "H", "H", "H", "H", "H", "H", "H", "H"],
  "positions_angstrom": [[-0.48610, 1.72913, -0.46761], [1.52800, -0.01873, 1.04465], [-1.50040, -0.96166, 1.21781], [0.46881, -0.92150, -1.68356], [-0.19570, -0.25563, 0.01513], [0.69162, -0.36603, -2.44112], [2.35496, -0.21594, 0.58566], [1.72924, 0.68700, 1.67095], [-1.40997, -1.83965, 1.61324], [-2.33697, -0.61296, 1.55072], [0.39651, -1.81969, -2.03429], [-0.82749, 2.33845, 0.20036], [-0.41251, 2.25721, -1.27192]],
  "forces_ev_per_a": [[-0.14, 0.06, 0.15], [0.01, -0.06, -0.12], [-0.14, -0.21, 0.14], [-0.01, -0.19, -0.18], [0.27, 0.43, -0.03], [-0.02, -0.08, 0.10], [-0.10, 0.05, 0.13], [0.01, -0.12, -0.06], [-0.01, 0.18, -0.02], [0.10, -0.04, -0.11], [0.01, 0.15, 0.05], [0.06, -0.06, -0.13], [-0.03, -0.11, 0.07]],
  "lowdin_charge": [-0.08, -0.09, -0.08, -0.08, 0.73, 0.08, 0.07, 0.07, 0.08, 0.08, 0.08, 0.07, 0.07],
  "e_homo_ev": -16.01,
  "gap_ev": 12.653,
  "total_charge": 1,
  "total_energy_ev": -8521.834,
  "relative_energy_kcal_mol": 0.0
}



{
  "formula": "H8MnO8P",
  "method": "ωB97M-V/def2-TZVPD",
  "species": ["Mn", "P", "O", "O", "O", "O", "O", "O", "O", "O", "H", "H", "H", "H", "H", "H", "H", "H"],
  "positions_angstrom": [[0.00139, -0.19413, -0.02798], [1.56474, 1.92756, -0.13219], [0.86873, 3.16062, 0.45122], [-1.69339, -0.88034, -1.27810], [-1.54833, 1.18754, 0.75344], [1.20706, -1.71928, -0.93572], [1.49219, 0.71107, 0.96236], [-0.24789, -1.51010, 1.74307], [2.96947, 2.11248, -0.62628], [0.60171, 1.25664, -1.25033], [0.25694, -1.20333, 2.50318], [-1.70358, -1.37122, -2.10198], [1.68334, -2.46769, -0.57188], [-2.28588, 1.20087, 1.36425], [-0.68267, -2.33157, 1.98096], [-2.44789, -0.28579, -1.29549], [1.44735, -1.64758, -1.86273], [-1.48330, 2.05425, 0.32419]],
  "forces_ev_per_a": [[1.02, 1.31, 0.21], [-0.15, 0.13, 0.85], [-0.20, -0.44, -0.30], [-0.60, -0.58, 0.01], [-0.98, -0.20, -0.20], [-0.10, -1.02, -0.47], [-0.20, 0.00, -0.04], [-0.31, -0.48, 0.21], [0.14, -0.07, -0.23], [-0.28, -0.02, -0.32], [0.27, 0.34, -0.10], [0.12, 0.03, -0.17], [0.19, 0.05, 0.14], [-0.01, 0.17, 0.17], [-0.05, -0.10, 0.12], [0.08, 0.28, 0.00], [0.23, 0.38, -0.04], [0.81, 0.23, 0.16]],
  "lowdin_charge": [0.68, -0.04, -0.47, -0.05, -0.07, -0.05, -0.52, -0.06, -0.45, -0.52, 0.07, 0.07, 0.07, 0.06, 0.06, 0.06, 0.08, 0.07],
  "s2": 8.757,
  "e_homo_ev": [-2.20, -2.29],
  "gap_ev": [4.169, 4.214],
  "total_charge": -1,
  "total_energy_ev": -57123.402,
  "relative_energy_kcal_mol": 0.0,
  "spin_multiplicity": 6
}



{
  "formula": "H8NaO4",
  "method": "ωB97M-V/def2-TZVPD",
  "species": ["Na", "O", "O", "O", "O", "H", "H", "H", "H", "H", "H", "H", "H"],
  "positions_angstrom": [[-0.77789, 0.53256, 0.43479], [-2.22024, -1.36035, 0.23949], [0.94703, -1.27949, 0.32382], [1.35076, 1.65336, 1.44113], [-0.14027, 1.05971, -1.86634], [-2.94478, -1.16842, -0.35586], [0.33455, 0.29332, -2.18793], [2.18846, 1.54741, 1.89198], [1.47353, -1.46504, -0.45374], [-2.54578, -2.07054, 0.79255], [0.63533, -2.13712, 0.61286], [0.40268, 1.80438, -2.12502], [1.29665, 2.59018, 1.25230]],
  "forces_ev_per_a": [[0.59, -0.28, -0.05], [0.29, 0.44, 0.01], [-0.29, 0.42, 0.05], [-0.62, -0.07, -0.33], [-0.30, -0.09, 0.53], [-0.31, -0.03, -0.29], [0.08, -0.26, -0.22], [0.21, -0.23, 0.17], [0.28, -0.05, -0.15], [-0.06, -0.23, 0.26], [-0.08, -0.32, 0.11], [0.10, 0.33, -0.13], [0.08, 0.37, 0.03]],
  "lowdin_charge": [0.62, -0.03, -0.03, -0.03, -0.03, 0.07, 0.06, 0.06, 0.06, 0.07, 0.06, 0.07, 0.05],
  "e_homo_ev": -15.69,
  "gap_ev": 12.188,
  "total_charge": 1,
  "total_energy_ev": -12732.487,
  "relative_energy_kcal_mol": 6.0
}